DFT (wB97M-V/def2-TZVPD) results for a cluster of 2 separate species, C4H7N3 in total in a non-equilibrium geometry.

Geometry as XYZ:
```
14
Properties=species:S:1:pos:R:3:forces:R:3
C -1.964356 0.843856 -0.132881 1.198 1.537 2.985
C -2.073036 -0.430190 -0.569864 2.307 -1.934 -0.389
C -0.760603 0.907890 0.640108 -2.294 -1.228 -2.526
C 2.384271 -0.078222 -0.424222 -1.808 0.400 3.437
N -0.927175 -1.159082 -0.309039 -1.660 1.499 -0.288
N -0.205844 -0.286198 0.405278 -1.880 0.628 -0.263
N 0.945659 -0.609598 0.930131 5.084 -2.800 -2.135
H -2.754771 1.517725 0.045416 -0.727 0.813 -0.462
H -2.888729 -0.854786 -1.082926 -0.594 -0.593 -0.522
H -0.354391 1.583259 1.336402 0.456 0.701 0.394
H 1.944861 0.891250 -0.637018 0.084 0.021 0.018
H 3.144447 -0.006397 0.389753 -0.328 -0.284 -1.298
H 2.528650 -0.649266 -1.331396 -0.055 -0.640 0.384
H 0.981014 -1.670244 0.740252 0.218 1.881 0.666
```
Positions in Å, forces in eV/Å.

The value obtained for the largest force on an atom is 6.2 eV/A. As for the LUMO energy: 0.4 eV. For the energy above the lowest of the compared OMol25 structures with the same formula, charge and spin, the calculation gives 4.0327 eV.